Below is C4H7N in the gas phase, with properties calculated with ωB97M-V/def2-TZVPD.

Summary:
- Spin multiplicity: 1
- Structure (SMILES): C=CC(=C)N
- HOMO: -0.2902 Eh
- Energy above the lowest of the compared OMol25 structures with the same formula, charge and spin: 68.7 kcal/mol
- Kohn-Sham gap: 8.1 eV
- Calculated total energy: -5748.439 eV

Last column: natural (NBO) charge in e.
Cartesian coordinates (Å):
C: -1.440 -0.371 1.228  -0.345
C: -0.913 -0.533 -0.019  -0.240
C: 0.341 0.254 -0.383  0.151
C: 1.246 0.666 0.516  -0.517
N: 0.584 0.357 -1.776  -0.829
H: -2.459 -0.482 1.591  0.199
H: -0.726 -0.443 2.045  0.200
H: -1.090 -1.406 -0.648  0.218
H: 1.081 0.331 1.533  0.188
H: 1.917 1.548 0.419  0.212
H: 1.534 0.251 -2.112  0.389
H: -0.075 -0.172 -2.394  0.374